Record 1
# C52H40ClF2N8OPS3Ti

C52H40ClF2N8OPS3Ti as an isolated structure in a non-equilibrium geometry (ωB97M-V/def2-TZVPD, the OMol25 dataset).

Its expectation value of S² is 2.01. The value obtained for the frontier orbital gap (alpha / beta) is 4.60 / 7.40 eV. As for the total energy: -5564.26919 hartree. As for the maximum force: 2.38 eV/A. The calculation puts the HOMO energy (alpha / beta) at -4.947 / -7.856 eV.

ORCA input file:
```
! RIJCOSX wB97M-V def2-TZVPD def2/J DEFGRID3
* xyz 0 3
C -3.71 2.43 -0.34
H 6.41 0.46 -0.35
C 2.55 3.49 1.15
C 3.30 -1.47 0.94
C 1.26 3.26 1.53
C 0.31 4.30 -0.51
C 0.38 0.63 -3.11
H 4.15 1.41 -0.66
H 0.10 4.78 3.39
C -4.05 -3.59 -2.12
C 0.36 0.32 -4.45
F -1.56 -1.49 1.86
H 0.05 -4.52 1.43
H -4.94 -4.18 -2.31
C -4.95 2.62 -2.21
C -2.98 -1.73 -0.96
N -0.62 -1.38 -1.18
C 4.59 -1.97 1.14
C 0.95 5.50 -0.53
C -0.50 -3.41 -3.16
C 4.28 0.46 -0.16
H 3.73 -5.41 5.00
Cl 1.61 0.58 0.06
N -4.80 2.94 -0.91
H -0.04 -6.70 0.27
C 2.62 -1.84 4.09
C -1.33 -0.09 1.81
C -1.72 -3.12 -2.52
C -2.90 -3.86 -2.78
C 1.01 6.09 -1.81
C 2.95 -5.59 -0.86
S -2.25 5.23 0.70
H -2.85 -4.66 -3.51
H 1.37 5.96 0.36
H 2.80 -4.95 2.77
N -2.99 -0.65 -0.14
C 2.93 2.45 3.17
S -0.27 3.89 -2.08
C -5.23 -1.22 0.48
H -2.99 0.69 -4.87
C 3.42 -4.41 4.75
H 3.84 -3.70 -0.38
C 5.54 -0.08 0.02
H -3.27 7.05 1.94
C -0.02 3.47 0.73
H 3.76 -5.88 -1.52
H 4.58 3.13 1.96
H 3.40 1.98 4.02
H 3.97 -3.59 6.65
H -1.54 6.71 3.90
Ti -1.19 0.56 -0.22
C 0.82 -6.05 0.14
C -2.01 0.63 -4.41
H 2.30 -0.84 3.83
H -6.12 3.04 -3.81
H 6.68 -1.69 0.84
H -4.06 0.39 1.27
N -2.78 1.73 -0.98
C -1.74 -2.07 -1.57
C -0.92 4.45 1.52
H 3.23 -1.30 6.07
C -4.09 -0.44 0.57
C 3.16 -0.22 0.29
H 4.72 -2.91 1.66
N -6.08 3.08 -2.81
C 0.61 -2.71 -2.77
O -0.64 2.22 0.43
N -3.56 2.60 1.00
C 3.51 3.03 2.09
H 1.58 -2.90 -3.21
F -0.13 0.02 2.51
H -4.14 3.31 1.41
H -6.08 -1.00 1.11
H 2.81 3.94 0.21
C 3.14 -2.10 5.34
C -0.89 0.29 -5.11
C 1.87 -6.44 -0.68
N -0.70 0.89 -2.37
C -5.27 -2.26 -0.42
C 0.39 5.32 -2.75
H 1.83 -7.39 -1.20
C 2.50 -2.86 3.15
H -2.08 0.32 2.50
C -2.48 6.33 2.00
C 1.96 -3.98 0.64
C -1.59 6.12 3.00
H 1.48 7.03 -2.02
C 3.54 -3.39 5.68
S 1.22 2.47 3.07
C -0.69 5.06 2.72
H -0.46 -4.17 -3.93
P 1.79 -2.37 1.52
H 1.33 0.70 -2.59
C 0.87 -4.83 0.79
H 1.43 -1.31 -1.43
C 2.89 -4.15 3.49
C 3.00 -4.37 -0.21
C -1.90 0.95 -3.04
H -2.61 2.50 1.32
C 0.51 -1.76 -1.76
H -6.59 3.80 -2.32
N -4.11 1.90 -2.94
C 5.70 -1.28 0.68
H 1.28 0.11 -4.97
C -2.99 1.51 -2.31
H -0.94 0.03 -6.16
H 0.27 5.52 -3.80
H -6.15 -2.88 -0.54
C -4.12 -2.54 -1.17
*
```

Results of the Mulliken charge analysis, in e, for atoms 1 through 99: 0.34 0.41 -0.75 0.19 -0.68 -0.05 -0.71 0.55 0.62 -0.98 -1.15 -0.38 0.43 0.42 -0.12 -0.46 1.17 -0.16 -0.92 -1.25 -1.12 0.42 0.68 -0.86 0.43 -0.32 0.64 1.06 -1.11 -0.97 -0.71 0.05 0.46 0.67 0.38 0.99 -0.62 0.28 -1.34 0.58 -0.75 0.43 -0.90 0.47 1.93 0.39 0.49 0.56 0.37 0.44 -0.31 -0.75 -0.91 0.46 0.26 0.43 0.30 1.85 0.22 -0.12 0.42 -0.13 -0.45 0.63 -0.39 -1.75 -0.15 -0.06 -0.89 0.60 -0.17 0.45 0.48 0.72 -0.59 -1.02 -0.54 1.73 -0.96 -0.69 0.37 0.15 0.27 -0.70 0.51 -0.62 0.44 -0.54 -0.02 -0.72 0.49 0.76 0.72 -0.58 0.46 -0.21 -0.42 0.17 -0.37

---

Record 2
# C52H41INOP2Pt

C52H41INOP2Pt as an isolated structure in a non-equilibrium geometry (ωB97M-V/def2-TZVPD, the OMol25 dataset).

For the energy above the lowest of the compared OMol25 structures with the same formula, charge and spin, the calculation gives 12.402 eV. The value obtained for the frontier orbital gap (alpha / beta) is 3.51 / 2.70 eV. As for the total energy: -3235.29162 hartree. As for the maximum force: 7.13 eV/A. The calculation puts the HOMO energy (alpha / beta) at -7.927 / -7.546 eV.

ORCA input file:
```
! RIJCOSX wB97M-V def2-TZVPD def2/J DEFGRID3
* xyz 1 1
C 3.05 -2.01 3.05
C 0.98 1.17 -3.71
P 0.47 -0.12 -2.52
C -5.78 2.03 -0.33
C -5.38 0.22 1.21
C -0.06 -4.09 -3.32
C -3.29 -0.24 -0.95
C -0.68 -2.94 -5.34
C -1.73 3.32 5.93
H -5.15 0.44 -1.78
C 4.13 -2.20 -0.24
C -0.31 -1.74 -4.76
C -1.32 0.22 -2.26
H -6.46 2.72 -0.81
H 0.20 -3.15 1.58
H 0.85 2.58 -2.10
C -4.42 2.05 -0.63
H -2.17 -0.51 1.49
C -0.81 1.42 2.84
C -1.08 1.71 4.21
H -4.04 2.77 -1.35
C -1.56 2.99 4.56
C 2.85 0.44 0.81
H -0.45 -0.82 -5.31
H -0.90 0.37 7.36
H -2.08 4.32 6.18
H -1.93 4.29 1.43
H -4.10 1.42 -3.78
C -1.46 2.42 6.92
H 2.31 -4.70 4.97
C 0.33 -2.88 -2.77
C 0.23 -1.69 -3.47
I -0.44 -1.16 4.72
C 1.87 2.06 -5.78
H -0.87 -5.06 -5.05
C -3.48 0.93 -3.04
C 2.21 -3.97 4.18
H 4.61 -1.52 0.46
C 2.92 -3.95 -2.00
H -2.50 1.14 -0.31
C 1.10 2.44 -3.15
C -0.56 -4.12 -4.61
C 1.57 3.51 -3.89
H 2.33 4.15 -5.80
C 1.96 3.32 -5.21
H 2.44 -4.64 -2.68
H 1.65 4.49 -3.44
H -1.09 -2.96 -6.34
H 3.79 -1.23 2.97
C -1.91 -0.32 -1.13
H 4.00 -2.92 4.73
H -1.57 2.69 7.96
H -0.86 2.16 0.84
H 1.34 0.00 -5.48
H 4.65 2.53 -1.16
C 3.16 -2.96 4.05
H 2.49 0.77 2.91
C 1.03 -3.09 2.28
H 2.17 1.90 -6.80
H -1.65 1.29 -4.10
C 4.31 2.82 0.94
N -3.16 -0.70 1.48
C -1.88 3.92 3.53
C -1.09 2.35 1.89
C 4.29 -4.01 -1.80
H 0.01 -4.99 -2.74
H 5.98 -3.15 -0.76
P 1.77 -1.03 0.64
C 3.46 0.96 -0.33
C -2.11 0.85 -3.22
H 3.77 2.85 3.01
H 3.37 0.43 -1.28
C 2.76 -2.13 -0.44
C 4.91 -3.12 -0.92
C -4.07 0.38 -1.91
C 1.39 0.98 -5.03
H 4.88 -4.74 -2.34
H 4.89 3.73 0.99
H -7.30 1.07 0.83
Pt -0.01 -0.28 2.23
C -1.06 1.11 6.58
C 1.14 -4.04 3.30
C -0.90 0.81 5.27
H -2.29 4.88 3.81
C 1.97 -2.07 2.16
C -6.25 1.10 0.59
H -3.49 -1.20 2.29
C 2.95 1.14 2.01
H -3.74 -0.65 -0.06
C -3.55 1.15 -0.03
O 0.81 -2.88 -1.47
H 0.41 -4.83 3.40
C -4.02 0.23 0.91
H -1.29 -0.82 -0.39
C 3.68 2.32 2.07
H -5.76 -0.49 1.94
C -1.66 3.60 2.23
C 4.18 2.14 -0.27
C 2.16 -3.00 -1.32
*
```

Atom-resolved charges from Mulliken, all expressed in e: -1.02 0.17 1.52 -0.90 -0.64 0.19 -0.24 -1.05 -0.94 0.78 -0.52 -0.41 0.24 0.44 0.32 0.42 -1.31 -0.39 -0.02 -0.14 0.51 0.90 0.89 0.47 0.43 0.42 0.51 0.45 -0.69 0.42 -1.59 1.06 0.05 -0.80 0.43 -1.53 -0.58 0.39 -0.64 -0.02 -0.59 -0.77 -0.74 0.40 -0.52 0.53 0.43 0.44 0.39 -1.58 0.48 0.40 0.33 0.55 0.51 -0.77 0.41 -0.13 0.42 0.53 -0.78 -0.05 -0.99 -0.08 -0.82 0.62 0.46 0.51 -0.68 -0.37 0.48 0.37 1.48 -1.08 -0.44 -0.25 0.44 0.42 0.42 1.86 -0.59 -0.82 0.84 0.39 1.01 -0.52 0.34 -0.54 1.09 2.11 -0.31 0.47 -0.51 0.65 -0.93 0.38 -0.95 -0.76 -0.13

---

Record 3
# C52H42KN4OP2S2Si

C52H42KN4OP2S2Si as an isolated structure in a non-equilibrium geometry (ωB97M-V/def2-TZVPD, the OMol25 dataset).

Its expectation value of S² is 0.77. For the energy above the lowest of the compared OMol25 structures with the same formula, charge and spin, the calculation gives 1.355 eV. The value obtained for the frontier orbital gap (alpha / beta) is 3.39 / 4.87 eV. As for the total energy: -4669.53940 hartree. As for the maximum force: 2.01 eV/A. The calculation puts the HOMO energy (alpha / beta) at 0.557 / -0.945 eV.

ORCA input file:
```
! RIJCOSX wB97M-V def2-TZVPD def2/J DEFGRID3
* xyz -2 2
H 1.37 -2.73 -0.67
S -3.95 0.03 -1.15
H -2.25 -4.02 0.04
C 0.45 1.50 -4.25
N 1.89 -0.04 -2.97
C 1.40 2.24 1.49
C -1.03 2.45 2.73
C 0.97 -0.83 5.36
C -0.07 3.39 -0.93
C -5.02 -3.11 1.75
H -4.03 0.14 -5.97
C 1.14 -3.57 -0.03
C -3.57 -0.27 -5.08
C 4.98 -0.30 -4.79
C 5.72 -1.17 -3.99
C 3.92 -1.37 -2.37
H -2.36 5.25 -2.58
H -1.61 1.64 5.97
K -0.30 -0.19 -1.36
C 4.03 3.05 1.77
H 5.38 0.11 -5.70
C 3.15 -0.51 -3.16
N -0.63 1.38 -3.43
H 0.26 -6.54 2.26
C 1.60 -0.42 4.20
H 2.80 1.43 -5.66
H 2.50 0.17 4.24
H -4.64 -4.62 0.28
H 1.00 3.20 -0.90
H -2.58 2.12 -3.33
H -5.14 -1.46 3.12
C -1.63 2.08 -3.83
C -0.59 4.28 -1.84
H 0.87 2.60 -6.16
H -0.67 -1.91 6.22
C 3.00 3.99 1.83
C 1.64 0.77 -3.99
H -2.79 -0.80 2.77
N 2.73 0.83 -4.86
H -2.17 4.05 6.07
C -2.88 -3.47 0.73
C 0.24 2.38 -5.33
H 5.82 -2.33 -2.20
C -1.80 4.36 3.98
C 0.51 -5.70 1.61
O -1.79 -1.82 -1.77
C -0.73 -1.93 4.08
C -3.42 -0.44 -2.66
H 1.94 -6.82 0.47
H -1.09 -2.31 -4.02
C -1.54 2.25 5.08
C 2.42 1.28 1.47
C 5.21 -1.68 -2.80
C -4.22 -3.81 0.87
C 3.71 0.02 -4.35
C -0.18 -1.59 5.30
H 0.06 4.79 -2.54
C -2.28 2.94 -0.11
C -4.03 0.05 -3.83
H 3.54 -1.75 -1.44
H -0.89 0.64 3.85
C -3.19 -1.67 2.27
C -4.51 -2.03 2.45
C 1.77 -4.79 -0.21
C -2.80 3.84 -1.02
C -1.87 3.60 5.13
N -2.37 -1.31 -2.80
H 6.72 -1.45 -4.30
H 0.90 4.32 1.71
C 1.07 -0.77 2.96
H -2.94 2.39 0.55
H -4.86 0.72 -3.70
H -1.37 4.41 1.89
H -6.07 -3.39 1.87
H -0.84 -4.36 2.59
Si 1.81 -0.51 1.21
H 5.06 3.37 1.88
C 1.45 -5.86 0.61
C -0.11 -4.48 1.80
S -1.38 3.01 -5.29
H -2.08 5.41 4.01
H 4.13 -1.46 0.75
H -3.87 4.00 -1.06
P -0.64 -1.78 1.18
H 2.50 -4.91 -1.00
H 3.20 -2.57 1.73
C -1.39 3.80 2.78
C 0.19 -3.40 0.97
C -1.92 -1.63 -4.02
C -1.96 4.53 -1.87
C 3.73 1.71 1.58
H 4.53 0.99 1.54
C -2.48 -1.14 -5.18
H 1.39 -0.56 6.33
H -2.08 -1.44 -6.13
C 1.69 3.58 1.68
C -1.13 1.69 3.89
H 3.96 -1.17 2.47
C -2.33 -2.43 1.47
C 3.44 -1.52 1.58
H 3.23 5.04 1.99
H -1.64 -2.51 4.05
P -0.29 1.59 1.27
C -0.11 -1.50 2.91
C -0.90 2.75 -0.01
*
```

Results of the Mulliken charge analysis, in e, for atoms 1 through 99: 0.39 -0.35 0.41 -0.93 0.43 -0.48 0.29 -0.99 -0.75 -0.61 0.35 -0.47 -0.10 -1.32 -0.33 -0.06 0.31 0.47 1.83 -0.81 0.35 -0.12 1.42 0.37 -0.50 0.19 0.42 0.38 0.45 0.41 0.40 -0.97 -0.66 0.38 0.36 -0.97 -0.02 0.33 0.05 0.36 -0.74 -0.85 0.40 -0.82 -0.59 -0.50 -0.58 0.45 0.35 0.42 -1.06 0.39 -0.76 -0.65 0.13 -0.79 0.26 -0.39 -0.98 0.29 0.15 -0.41 -0.67 -0.36 -1.10 -0.70 0.28 0.34 0.35 -0.07 0.80 0.38 0.32 0.34 0.23 1.62 0.36 -0.78 -0.43 -0.41 0.39 0.44 0.36 0.93 0.49 0.39 -0.39 0.62 -0.03 -0.58 -0.69 0.34 -0.98 0.35 0.39 0.12 0.12 0.52 0.10

---

Record 4
# C52H42MoN6O4PS2

C52H42MoN6O4PS2 as an isolated structure (ωB97M-V/def2-TZVPD, the OMol25 dataset).

Its expectation value of S² is 2.03. The value obtained for the frontier orbital gap (alpha / beta) is 6.73 / 6.61 eV. As for the total energy: -3841.97473 hartree. As for the maximum force: 0.79 eV/A. The calculation puts the HOMO energy (alpha / beta) at -10.088 / -10.364 eV.

ORCA input file:
```
! RIJCOSX wB97M-V def2-TZVPD def2/J DEFGRID3
* xyz 1 3
C -4.44 1.13 -1.67
H -2.09 0.88 -5.60
H 1.88 4.13 3.94
C -3.39 -1.92 -2.62
H -0.45 5.40 -0.21
H 2.70 1.39 0.20
C -4.71 -2.16 -2.94
C 6.25 1.65 3.00
C 1.12 5.77 2.77
H 2.57 -1.20 -5.61
H 2.55 -0.05 1.21
H -1.23 -5.07 -1.73
H -3.07 -4.02 0.01
C -1.68 2.58 3.23
C 3.48 1.50 3.13
C 1.09 -4.64 1.32
N 0.64 0.58 -1.10
C -4.85 -3.74 -1.14
C 0.08 5.17 0.71
C 1.58 -1.05 -3.66
C -0.11 -2.05 -2.68
C 1.80 -1.66 -5.01
H -5.42 -4.46 -0.56
H -0.71 -1.08 -5.29
C 0.07 -6.04 -0.34
H -0.36 -4.25 -5.38
C 1.17 -2.74 -5.48
C -0.38 -3.66 -0.34
C -3.40 2.82 0.17
H -2.64 0.02 -1.30
C 1.75 -0.27 -0.78
H -1.77 1.06 5.43
H -2.82 -1.21 -3.22
H 1.73 -4.51 2.18
O -3.49 4.48 1.89
H -5.17 -1.64 -3.77
S -0.59 3.09 -1.55
C -5.45 -3.08 -2.20
C -4.60 3.15 -0.40
C -3.21 0.90 -1.07
C 0.06 -3.42 -4.83
C -2.89 3.57 1.38
C -1.69 -0.94 4.57
H -4.84 0.40 -2.36
H 1.39 6.52 3.50
C -1.42 -0.90 2.20
C -1.48 1.81 -3.72
C -2.77 -2.60 -1.57
C 0.10 -0.57 -3.33
H 3.75 0.00 -0.07
O 1.35 1.90 4.57
C 2.04 -1.46 -1.30
C -0.75 1.71 -2.59
C 0.05 0.54 -2.27
N -1.81 2.87 1.88
C 0.45 6.14 1.60
P -1.07 -2.13 -1.07
O -1.83 3.30 4.17
H 1.47 -3.12 -6.45
H 3.77 -0.17 4.46
N 0.39 3.88 0.93
H 6.24 -0.03 4.33
H 8.10 2.49 3.67
H 5.92 3.30 1.67
H 1.41 -6.76 1.18
H -0.09 -7.02 -0.78
H -1.41 -3.68 -3.41
C -1.49 1.08 3.34
C 1.01 3.52 2.05
H 0.20 7.18 1.40
C -0.57 -4.94 -0.89
H 8.10 2.07 1.96
C 1.43 -2.09 -2.51
Mo -0.55 1.92 0.60
C 4.07 2.47 2.35
H 2.94 -1.93 -0.94
C -1.61 -1.62 3.37
C 0.90 -5.89 0.76
H -1.79 -1.47 5.51
O 1.42 -0.08 3.09
C 2.74 0.31 0.21
H -6.48 -3.28 -2.45
H -6.08 2.51 -1.83
C 5.63 0.68 3.78
H -2.04 2.72 -3.91
C 0.45 -3.53 0.78
C 5.45 2.54 2.28
H 8.22 0.80 3.19
C 7.75 1.75 2.95
H -5.10 4.04 -0.07
N -1.33 0.43 2.16
N -2.68 1.74 -0.18
N 1.06 2.14 2.06
C -5.13 2.29 -1.36
H -1.66 -2.70 3.33
C 1.41 4.45 3.02
H 0.60 -2.56 1.24
C -1.66 0.45 4.54
H 2.32 -0.28 -3.47
H 1.86 -3.07 -2.71
C -0.54 -3.09 -3.68
C -0.74 -0.32 -4.53
C 4.25 0.59 3.85
H 3.47 3.17 1.78
S 1.73 1.31 3.32
C -1.50 0.76 -4.70
H -1.36 -1.41 1.25
C -3.52 -3.50 -0.82
*
```

Results of the Mulliken charge analysis, in e, for atoms 1 through 99: -0.52 0.49 0.56 -0.43 0.39 0.30 -0.80 0.95 -0.65 0.45 -0.03 0.35 0.50 -0.26 0.48 -1.17 0.06 -0.80 0.06 0.31 1.96 -1.33 0.44 0.29 -0.90 0.45 -0.81 0.80 0.42 -0.74 0.29 0.58 0.38 0.52 -0.62 0.54 -0.57 -0.83 -0.76 0.72 -0.90 -0.47 -1.08 0.37 0.43 0.08 -0.63 0.62 1.60 0.74 -0.73 -1.86 1.47 -0.95 0.95 -1.03 1.90 -0.60 0.43 0.52 0.65 0.38 0.30 0.43 0.43 0.47 0.07 0.54 -0.01 0.47 0.05 0.38 -0.17 -0.52 -0.13 0.41 -0.75 -0.70 0.47 -0.50 -1.36 0.41 0.47 -0.88 0.51 -0.32 -1.01 0.39 -1.55 0.60 1.27 0.89 1.10 -1.01 0.60 -0.75 0.73 -0.82 0.61